# 1
Molecular formula: C55H38N8O6S6Sn
Method: DFT, ωB97M-V/def2-TZVPD

Computed properties:
Gap between HOMO and LUMO = 5.61 eV
HOMO level = -2.85 eV
Max |F| = 0.0214 hartree/bohr
Net charge = -2
Energy relative to the best compared isomer or geometry (same formula, charge and spin) = 39.46 kJ/mol

Structure (XYZ):
```
114
Properties=species:S:1:pos:R:3:forces:R:3:mulliken_charge:R:1
Sn 2.3134 0.3637 0.0047 0.1 -0.2 0.2 0.6746
S -3.3778 5.7689 0.7656 -0.1 0.0 0.0 -0.1473
C -2.5243 7.0826 1.4497 0.0 0.0 0.0 -0.3730
C -1.1845 6.8452 1.4792 0.0 0.0 0.0 -0.7149
C -0.8433 5.5777 0.9330 0.1 0.1 0.0 -0.3474
C -1.9314 4.8743 0.4957 0.0 -0.1 0.0 0.2118
C -1.9368 3.5567 -0.1570 0.0 0.1 0.1 0.6504
C -0.8326 2.6960 0.0179 0.0 -0.1 0.1 -0.8458
N -0.6882 1.5554 -0.6097 0.0 0.1 -0.1 0.1973
C -1.6521 1.1656 -1.4675 0.1 0.0 0.1 -0.5386
C -2.8427 1.8890 -1.6339 0.0 -0.1 0.0 1.2022
C -3.8961 1.3515 -2.4549 0.0 0.1 0.1 -0.8818
C -3.7472 0.1664 -3.0777 0.0 -0.1 0.0 -0.8233
C -2.5152 -0.5689 -2.9843 0.0 0.1 0.0 1.4764
C -2.3322 -1.8098 -3.6016 -0.1 0.0 0.0 -0.9343
C -1.1378 -2.4763 -3.4723 0.1 -0.1 0.0 1.0739
C -0.1228 -1.8468 -2.7182 0.1 0.1 0.0 -1.1670
N -0.2701 -0.6899 -2.1205 0.0 -0.1 0.0 0.3077
C -1.4575 -0.0650 -2.2155 0.0 0.0 0.1 -1.1551
C -0.9265 -3.7963 -4.0905 0.0 0.1 0.1 0.4047
C -1.6245 -4.3652 -5.1196 0.0 0.0 -0.1 -0.5780
C -1.1627 -5.6634 -5.4610 0.0 0.0 0.0 -0.5433
C -0.1171 -6.0606 -4.6847 0.0 0.0 0.0 -0.5248
S 0.3026 -4.8695 -3.5357 0.0 0.0 0.1 0.0247
C -2.9616 3.1123 -0.9596 -0.1 0.0 -0.1 -0.6536
H -3.0519 7.9546 1.8039 0.0 0.0 0.0 0.4136
H -0.4618 7.5469 1.8723 0.0 0.0 0.0 0.3750
H 0.1727 5.2176 0.8310 0.0 0.0 0.0 0.4433
H -0.0450 2.9589 0.7192 0.0 0.0 0.0 0.5783
H -4.8349 1.8931 -2.5083 0.0 0.0 0.0 0.3675
H -4.5683 -0.2695 -3.6357 0.0 0.0 0.0 0.3044
H -3.1622 -2.2593 -4.1336 0.0 0.0 0.0 0.3098
H 0.8514 -2.3194 -2.6015 -0.1 0.0 0.0 0.3325
H -2.4378 -3.8617 -5.6243 0.0 0.0 0.0 0.4109
H -1.5890 -6.2711 -6.2477 0.0 0.0 0.0 0.3734
H 0.4221 -6.9944 -4.7254 0.0 0.0 0.0 0.4099
H -3.8651 3.6984 -1.0918 0.0 0.0 0.0 0.3775
C 6.8303 5.5095 4.9119 0.0 0.0 0.0 -1.4907
C 5.8844 4.4293 4.4546 0.0 0.0 0.0 1.0932
C 6.1476 3.0888 4.7359 0.0 0.0 0.0 -0.7419
C 5.3014 2.0879 4.2895 0.0 0.0 0.0 -0.3537
C 4.1758 2.4167 3.5436 0.0 0.0 0.0 -0.6303
C 3.8916 3.7425 3.2652 0.0 0.0 0.0 -0.0514
C 4.7442 4.7401 3.7236 0.0 0.0 0.0 -0.8690
S 3.0960 1.1135 2.9710 -0.1 0.0 0.6 1.2168
O 2.8073 0.3217 4.1490 0.1 0.1 0.0 -0.7944
O 1.9327 1.7862 2.3900 0.1 -0.2 0.0 -0.6082
N 3.8496 0.2973 1.8737 -0.2 0.5 -1.0 -0.4871
C 5.2109 0.5090 1.4140 0.1 -0.3 0.4 -0.1029
C 5.3957 0.1455 -0.0716 -0.2 0.0 -0.1 0.3030
O 6.5405 -0.0396 -0.4767 -0.1 0.0 0.0 -0.7791
O 4.3253 0.0277 -0.7765 0.3 0.0 0.0 -0.5346
H 7.2458 5.2834 5.8956 0.0 0.0 0.0 0.3781
H 6.3281 6.4760 4.9691 0.0 0.0 0.0 0.3578
H 7.6690 5.6147 4.2186 0.0 0.0 0.0 0.2767
H 7.0282 2.8284 5.3143 0.0 0.0 0.0 0.3386
H 5.5011 1.0482 4.5210 0.0 0.0 0.0 0.4666
H 3.0030 3.9795 2.6928 0.0 0.0 0.0 0.7162
H 4.5158 5.7782 3.5054 0.0 0.0 0.0 0.3346
H 5.9207 -0.1368 1.9441 0.0 0.0 0.1 0.3700
H 5.5797 1.5327 1.5456 -0.1 0.0 -0.1 0.2360
O 2.3015 -7.4463 4.5456 0.0 0.1 0.0 -0.6452
N 1.4783 -7.1401 3.7006 0.1 -0.1 -0.3 1.0086
O 0.3787 -7.6552 3.6290 0.0 0.0 0.0 -0.6175
C 1.8669 -6.1407 2.6779 -0.2 0.0 0.1 -0.3312
C 3.1853 -5.8709 2.6251 0.2 0.1 0.0 -0.6365
C 3.7049 -4.9254 1.6979 -0.2 0.0 0.0 1.2364
C 5.0724 -4.6124 1.6595 0.1 -0.1 0.2 -0.7845
C 5.5072 -3.6670 0.7827 0.0 0.2 -0.1 -0.8390
C 4.5546 -3.0249 -0.0320 -0.1 0.1 -0.1 -0.6941
N 3.2648 -3.2966 -0.0216 0.2 -0.3 0.0 -0.2553
C 2.8376 -4.2613 0.8178 0.0 0.1 0.0 0.0144
C 1.4197 -4.6087 0.8300 0.0 0.1 0.1 -0.2178
N 0.6426 -4.0002 -0.0834 0.0 0.0 -0.2 0.1195
C -0.6476 -4.2315 -0.0688 -0.1 0.0 0.1 0.3679
C -1.2640 -5.0615 0.8770 0.0 0.0 0.0 -0.8936
C -0.4876 -5.7164 1.7916 0.0 0.1 0.1 -0.7171
C 0.9100 -5.5174 1.7868 0.0 -0.1 0.0 0.8236
H 3.8556 -6.3654 3.3134 0.0 0.0 0.0 0.4922
H 5.7530 -5.1167 2.3369 0.0 0.0 0.0 0.4000
H 6.5480 -3.3813 0.7120 0.0 0.0 0.0 0.4977
H 4.8697 -2.2386 -0.7095 0.0 0.0 0.0 0.8078
H -1.2697 -3.7440 -0.8139 0.2 0.1 0.0 -0.0851
H -2.3411 -5.1622 0.8743 0.0 0.0 0.0 0.4053
H -0.9443 -6.3545 2.5267 0.0 -0.1 0.0 0.4732
S -6.8069 2.1175 0.1937 -0.1 0.0 0.0 -0.4047
C -6.3523 0.5205 -0.0485 0.1 -0.1 -0.1 0.1513
S -4.8753 -0.1113 0.5799 0.1 0.1 0.0 -0.0649
C -5.0574 -1.6086 -0.3296 0.1 0.1 -0.2 0.0728
N -6.2015 -1.6535 -0.9574 0.0 0.2 0.0 -0.9211
N -6.9242 -0.4660 -0.7762 -0.1 0.0 0.0 0.6834
C -8.1622 -0.4173 -1.4805 0.1 0.0 0.0 0.3440
C -8.3126 -1.2257 -2.6081 0.0 0.0 0.0 -0.2380
C -9.5078 -1.2225 -3.3087 0.0 0.0 0.0 -0.5915
C -10.5683 -0.4249 -2.8996 0.0 0.0 0.0 -0.4117
C -10.4197 0.3610 -1.7680 0.0 0.0 0.1 -0.6030
C -9.2293 0.3688 -1.0534 0.1 -0.1 0.0 -0.4915
S -3.7672 -2.7045 -0.3979 -0.2 -0.2 0.1 -0.2868
H -7.4906 -1.8589 -2.9043 0.0 0.0 0.0 0.4895
H -9.6094 -1.8543 -4.1827 0.0 0.0 0.0 0.3346
H -11.5009 -0.4242 -3.4507 0.0 0.0 0.0 0.3631
H -11.2407 0.9786 -1.4228 0.0 0.0 0.0 0.3432
H -9.1228 0.9799 -0.1733 0.0 0.0 0.0 0.3214
C 2.9496 5.1504 -1.5565 0.0 0.0 0.0 -0.5119
C 3.6787 4.6961 -0.4624 0.0 0.0 0.0 -0.7798
C 3.5171 3.3896 -0.0127 0.0 0.0 0.0 -0.0934
C 2.6259 2.4984 -0.6166 0.0 0.0 -0.1 0.0392
C 1.9268 2.9756 -1.7297 0.0 0.1 0.0 -0.3205
C 2.0783 4.2796 -2.1968 0.0 -0.1 0.0 -0.5808
H 3.0645 6.1692 -1.9103 0.0 0.0 0.0 0.3416
H 4.3770 5.3586 0.0403 0.0 0.0 0.0 0.3809
H 4.1076 3.0644 0.8384 0.0 0.0 -0.1 0.5183
H 1.2306 2.3198 -2.2455 0.0 0.0 0.0 0.2487
H 1.5104 4.6145 -3.0591 0.0 0.0 0.0 0.4020
```
Positions in Å, forces in eV/Å.


# 2
Molecular formula: C55H39ClN5O6S3Sr
Method: DFT, ωB97M-V/def2-TZVPD

Computed properties:
Gap between HOMO and LUMO = 8.09 eV
HOMO level = -10.69 eV
Max |F| = 0.0103 hartree/bohr
Net charge = +1
Energy relative to the best compared isomer or geometry (same formula, charge and spin) = 60.89 kJ/mol

Structure (XYZ):
```
110
Properties=species:S:1:pos:R:3:forces:R:3:mulliken_charge:R:1
Sr -0.1397 0.2312 -1.1981 -0.2 0.0 -0.5 1.7907
N 1.2413 4.3413 -3.1042 -0.1 0.1 0.0 0.3260
C -0.0634 4.4785 -3.5588 0.0 0.0 0.0 0.5745
C -0.6599 5.3686 -4.4457 0.0 0.0 0.0 -1.1354
C -2.0013 5.1699 -4.7029 0.0 0.0 0.0 -0.5074
C -2.7266 4.1294 -4.0965 0.0 0.0 0.0 -0.6883
C -2.1303 3.2574 -3.2111 0.0 0.0 0.0 -0.9849
C -0.7736 3.4445 -2.9469 0.0 -0.1 0.0 0.3847
N 0.0894 2.6987 -2.1491 -0.1 -0.1 0.0 0.5223
C 1.2682 3.2472 -2.3050 0.1 0.0 0.0 -0.6467
C 2.4756 2.6649 -1.7248 0.0 -0.1 -0.1 -0.8189
C 3.6816 3.2518 -1.5028 0.0 0.1 0.0 -0.1120
S 4.7549 2.1239 -0.8132 0.0 -0.1 0.0 -0.1979
C 3.5266 0.9396 -0.8580 0.1 0.0 -0.1 -0.7765
N 2.3957 1.3405 -1.3587 0.1 0.1 0.2 1.0984
H 2.0464 4.8138 -3.4782 0.0 0.0 0.1 0.3473
H -0.1062 6.1697 -4.9175 0.0 0.0 0.0 0.4601
H -2.5080 5.8292 -5.3946 0.0 0.0 0.0 0.4179
H -3.7738 4.0109 -4.3396 0.0 0.0 0.0 0.4763
H -2.6792 2.4471 -2.7454 0.0 0.0 0.0 0.4183
H 3.9775 4.2728 -1.6833 0.0 0.0 0.0 0.4836
H 3.6935 -0.0619 -0.4871 0.0 0.0 0.0 0.3804
O -3.9678 -1.2035 -6.0506 0.1 -0.1 0.0 -0.5435
C -3.0158 -0.4387 -6.5491 -0.1 0.1 0.0 0.4110
O -3.0690 0.0258 -7.6590 0.0 0.0 0.0 -0.5927
C -1.8390 -0.1541 -5.6683 0.0 0.0 0.0 -0.0872
C -0.6577 0.4179 -6.1010 0.0 -0.1 0.0 -0.0105
Cl -0.1697 0.8855 -7.6532 0.0 0.0 0.0 -0.1250
N 0.1761 0.5172 -5.0395 0.0 0.0 0.0 -0.0999
N -0.4136 0.0447 -3.9223 0.0 0.1 0.2 0.9169
C -1.6264 -0.3461 -4.2855 0.0 -0.1 0.0 0.1366
C -2.5495 -0.8709 -3.2039 -0.1 -0.1 0.0 0.4101
O -3.4768 -1.6094 -3.5390 0.0 0.0 0.0 -0.8816
O -2.2615 -0.4921 -2.0308 0.2 0.0 0.1 -0.6262
C 1.5151 0.9993 -4.9891 0.0 0.1 0.0 -0.2444
C 2.5062 0.1717 -4.4846 0.0 0.0 -0.1 -0.3053
C 3.8112 0.6360 -4.4185 0.0 0.0 0.0 -0.6888
C 4.1179 1.9158 -4.8592 0.0 0.0 0.0 -0.6779
C 3.1164 2.7334 -5.3678 0.0 0.0 0.0 -0.9724
C 1.8067 2.2823 -5.4292 0.0 -0.1 0.0 -0.1804
H -3.7792 -1.4894 -5.1100 0.0 0.1 0.0 0.4645
H 2.2528 -0.8341 -4.1755 0.0 0.0 0.0 0.6057
H 4.5944 -0.0104 -4.0436 0.0 0.0 0.0 0.4671
H 5.1400 2.2705 -4.8237 0.0 0.0 0.0 0.4651
H 3.3596 3.7239 -5.7323 0.0 0.0 0.0 0.5200
H 1.0154 2.9117 -5.8164 0.0 0.0 0.0 0.6344
C 4.4435 -0.9771 6.6232 0.0 0.0 0.0 -1.5133
C 3.7055 -0.5261 5.3958 0.0 0.0 0.0 0.9153
C 3.3260 0.8084 5.2480 0.0 0.0 0.0 -0.7873
C 2.6023 1.2236 4.1461 0.0 0.0 0.0 -0.6444
C 2.2469 0.2868 3.1851 0.0 0.0 0.0 0.4606
C 2.6303 -1.0374 3.2889 0.0 0.0 0.0 -0.3731
C 3.3583 -1.4344 4.4008 0.0 0.0 0.0 -0.8994
S 1.3467 0.8405 1.7561 0.0 -0.1 0.3 0.6326
O 1.2572 -0.3655 0.8374 -0.1 0.0 -0.1 -0.0268
C -0.2858 1.1685 2.4060 0.1 0.0 -0.1 1.4633
C -0.6942 2.5056 2.1839 0.0 0.0 0.0 -1.2494
C -1.9302 2.9161 2.5879 0.0 0.0 0.0 -1.2055
C -2.8142 2.0096 3.2149 0.0 0.1 0.0 0.8058
C -4.1041 2.4209 3.6328 0.0 0.0 0.0 -1.0621
C -4.9519 1.5369 4.2292 0.0 0.0 0.0 -0.6911
C -4.5541 0.1955 4.4314 0.0 0.0 0.0 -0.9324
C -3.3226 -0.2313 4.0367 0.0 0.0 0.0 -0.9061
C -2.4104 0.6658 3.4215 0.0 0.0 0.0 1.0506
C -1.1139 0.2436 3.0063 -0.1 0.0 0.0 -0.9240
C -0.7204 -1.1790 3.2531 0.0 0.0 0.1 -0.1853
C -0.2190 -1.5473 4.5367 0.0 0.0 0.0 1.0088
C -0.0358 -0.5984 5.5757 0.0 0.0 0.0 -1.1077
C 0.4420 -0.9857 6.7931 0.0 0.0 0.0 -0.8744
C 0.7658 -2.3388 7.0395 0.0 0.0 0.0 -0.7511
C 0.6007 -3.2717 6.0591 0.0 0.0 0.0 -0.9470
C 0.1006 -2.9022 4.7857 0.0 0.0 0.0 0.9941
C -0.0925 -3.8622 3.7630 0.0 0.0 0.0 -1.3722
C -0.6078 -3.5035 2.5536 0.0 0.0 0.0 -0.8993
C -0.9298 -2.1526 2.3071 0.0 0.0 0.0 1.2870
S -1.8206 -1.6259 0.8364 -0.1 0.0 0.0 1.1652
O -3.2544 -1.6394 1.2030 0.1 0.0 -0.1 -0.7316
C -1.5256 -2.9883 -0.2801 0.1 0.0 0.0 0.2541
C -0.2757 -3.1701 -0.8653 -0.1 0.1 0.0 -0.5461
C -0.1169 -4.1410 -1.8405 0.0 0.0 0.0 -0.9060
C -1.1966 -4.9236 -2.2507 0.0 0.0 0.0 0.9622
C -1.0393 -5.9432 -3.3432 0.0 0.0 0.0 -1.5872
C -2.4350 -4.7120 -1.6543 0.0 0.0 0.0 -0.8153
C -2.6117 -3.7446 -0.6765 0.0 0.0 0.0 -0.7205
H 5.1096 -0.1997 6.9954 0.0 0.0 0.0 0.4107
H 5.0291 -1.8741 6.4276 0.0 0.0 0.0 0.3866
H 3.7309 -1.2127 7.4175 0.0 0.0 0.0 0.2409
H 3.6013 1.5298 6.0078 0.0 0.0 0.0 0.4367
H 2.3111 2.2629 4.0379 0.0 0.0 0.0 0.4926
H 2.3405 -1.7465 2.5231 0.0 0.0 0.0 0.3947
H 3.6512 -2.4727 4.5002 0.0 0.0 0.0 0.3491
H -0.0122 3.1940 1.6983 0.0 0.0 0.0 0.5920
H -2.2493 3.9380 2.4256 0.0 0.0 0.0 0.4407
H -4.4029 3.4483 3.4658 0.0 0.0 0.0 0.4636
H -5.9368 1.8566 4.5425 0.0 0.0 0.0 0.4226
H -5.2407 -0.5018 4.8922 0.0 0.0 0.0 0.4509
H -3.0433 -1.2670 4.1733 0.0 0.0 0.0 0.4991
H -0.2854 0.4399 5.3961 0.0 0.0 0.0 0.5000
H 0.5696 -0.2531 7.5801 0.0 0.0 0.0 0.4579
H 1.1349 -2.6345 8.0133 0.0 0.0 0.0 0.4554
H 0.8393 -4.3127 6.2419 0.0 0.0 0.0 0.4886
H 0.1501 -4.8983 3.9670 0.0 0.0 0.0 0.4270
H -0.7871 -4.2484 1.7897 0.0 0.0 0.0 0.6716
H 0.5768 -2.5714 -0.5492 0.0 -0.1 0.1 0.8210
H 0.8556 -4.2946 -2.2937 0.0 0.0 0.0 0.4135
H 0.0009 -6.2458 -3.4570 0.0 0.0 0.0 0.4010
H -1.3771 -5.5329 -4.2970 0.0 0.0 0.0 0.2845
H -1.6369 -6.8310 -3.1396 0.0 0.0 0.0 0.3966
H -3.2856 -5.3012 -1.9745 0.0 0.0 0.0 0.3986
H -3.5813 -3.5470 -0.2383 0.0 0.0 0.0 0.5551
```
Positions in Å, forces in eV/Å.